The following is a quantum chemistry calculation of a molecular structure, C21H30Cl2LaN2O2 in a non-equilibrium geometry, from the Open Molecules 2025 dataset.

Structure (XYZ):
```
58
Properties=species:S:1:pos:R:3:forces:R:3
La -0.802336 -0.032955 0.909219 -0.36 0.97 0.77
Cl 1.490197 -0.179754 -0.424867 1.30 -0.18 -0.44
N 0.043196 2.371002 0.508502 -1.17 1.62 -1.04
N -0.260763 -2.476253 0.863770 -0.66 -2.27 -1.46
C -0.852198 3.069206 -0.182588 1.17 -2.40 0.07
C -0.863674 -3.118061 -0.127826 0.91 2.03 1.45
C 1.090886 3.358891 0.911616 -0.46 -0.18 0.07
C 0.305878 4.671426 0.854995 -0.75 0.15 0.01
C 2.219719 3.437201 -0.102217 0.28 -0.11 -0.33
C 1.658860 3.041883 2.286234 0.04 0.27 0.22
H 1.877337 3.913009 -1.032409 0.04 -0.26 0.13
H 2.616296 2.442829 -0.320661 -0.07 0.08 -0.03
H 3.020216 4.065431 0.314699 -0.10 -0.11 -0.12
H 0.859424 2.903247 3.024574 0.11 -0.04 -0.18
H 2.284215 3.886985 2.611003 -0.06 -0.20 0.03
H 2.293824 2.144979 2.258764 -0.26 0.17 -0.08
C 0.727901 -3.417154 1.473078 -0.20 0.31 -0.16
C 0.411929 -4.734381 0.756954 -0.45 -0.44 -0.40
C 0.517976 -3.493798 2.978089 -0.18 -0.25 0.12
C 2.166979 -3.023094 1.186128 0.38 0.11 -0.15
H 2.337775 -2.943312 0.105674 0.00 0.15 0.26
H 2.829116 -3.806249 1.587574 -0.14 0.15 -0.05
H 2.434374 -2.071293 1.660829 -0.09 -0.17 -0.24
H -0.509005 -3.803368 3.202360 0.16 0.11 0.07
H 0.705709 -2.525045 3.459906 -0.06 -0.20 -0.16
H 1.218584 -4.224511 3.407069 -0.15 0.12 -0.01
O -0.519568 -4.379197 -0.322144 0.35 -0.86 0.43
H -0.086788 -5.462164 1.413981 0.04 0.18 -0.27
H 1.274112 -5.207034 0.270740 -0.15 0.16 0.21
O -0.791618 4.390332 -0.092370 0.65 1.34 0.67
H 0.854989 5.528673 0.448198 -0.03 -0.25 0.15
H -0.130150 4.928060 1.832844 -0.04 -0.04 -0.33
C -1.964604 2.465856 -1.006296 0.50 0.38 0.25
C -1.929473 -2.514525 -1.014084 0.18 -0.30 0.02
C -1.523407 -1.250359 -1.777125 0.33 0.50 -1.32
H -2.775752 -2.268084 -0.334818 0.27 0.06 -0.32
H -2.284621 -3.293577 -1.706224 0.15 0.15 0.26
C -1.804754 -0.013721 -1.262951 -2.15 -0.26 2.70
C -1.559484 1.215855 -1.790431 0.29 -0.07 -1.40
H -0.189951 -0.369039 3.402603 -0.16 0.78 0.20
C -0.958004 1.215968 -3.058608 -0.22 0.66 0.59
C -0.662210 -0.009845 -3.659554 0.14 -0.09 0.12
C -0.603639 2.521527 -3.693583 0.38 0.29 -0.53
C -0.923190 -1.237802 -3.050424 -0.14 -0.47 0.43
H -0.142521 0.001129 -4.615633 -0.12 -0.05 0.00
C -0.534122 -2.536351 -3.675523 0.31 -0.21 -0.47
H -0.174867 -2.378412 -4.695504 -0.01 -0.13 0.01
H -1.372939 -3.243103 -3.706337 0.14 0.10 -0.04
H 0.275536 -3.013581 -3.105796 -0.15 0.06 -0.08
H -1.426838 3.246809 -3.639235 0.16 -0.17 -0.02
H -0.344500 2.374867 -4.745428 -0.02 0.11 -0.01
H 0.271291 2.984385 -3.210553 -0.23 -0.13 -0.03
H -2.363745 3.257750 -1.659152 0.07 -0.22 0.24
H -2.769172 2.200419 -0.283408 0.04 -0.09 -0.30
Cl -1.944161 -0.782329 4.770008 -0.65 -0.47 0.70
C -0.882305 0.337525 3.919949 0.45 -0.77 -0.58
H -1.523406 0.938717 3.216560 0.62 0.00 0.67
H -0.312544 0.894365 4.659833 -0.23 0.37 -0.27
```
Forces are in eV/Å.

The total charge is -1. As for the total energy: -55242.6423 eV. As for the LUMO energy (spin up / spin down): 2.515 / 2.591 eV. As for the HOMO energy (spin up / spin down): -0.61 / 0.09 eV. As for the spin multiplicity: 1. The maximum force comes out at 3.5 eV/A.

***

The following is a quantum chemistry calculation of a molecular structure, C23H22Cl2N2OOsP in a non-equilibrium geometry, from the Open Molecules 2025 dataset.

Structure (XYZ):
```
52
Properties=species:S:1:pos:R:3:forces:R:3
Os -0.913224 -0.924766 0.357822 -0.64 -0.41 0.37
Cl -3.584255 -0.715040 0.566530 -0.09 -0.04 -0.18
C -3.466833 0.054806 2.166227 -0.25 0.07 0.09
Cl -1.762044 -0.044106 2.675906 0.24 0.03 0.10
H -4.085822 -0.477676 2.881765 0.04 -0.10 -0.04
H -3.753861 1.097628 2.079274 0.07 0.01 -0.04
O -0.399811 -2.141828 -2.006209 -0.32 0.07 0.29
C 0.212552 -1.321515 -1.410264 0.47 0.25 -0.54
C 1.451243 -0.623037 -1.655220 0.31 0.07 -0.02
C 2.356164 -1.094815 -2.616360 -0.15 -0.06 0.06
C 3.526378 -0.388978 -2.820240 0.07 -0.01 -0.05
C 3.791002 0.767032 -2.089238 -0.07 0.00 0.00
C 2.881048 1.249398 -1.147649 -0.02 0.08 -0.03
C 1.708835 0.554687 -0.933116 -0.32 -0.34 0.29
P 0.319770 1.126301 0.097636 0.75 1.02 -0.74
C 1.007985 2.030853 1.480070 -0.15 -0.48 0.10
C 0.421376 3.199991 1.974116 -0.13 -0.05 -0.06
C 1.026387 3.871863 3.021803 0.02 -0.02 0.07
C 2.182521 3.362470 3.604306 -0.06 -0.02 -0.02
C 2.746619 2.178236 3.139323 0.02 0.01 0.07
C 2.159557 1.504467 2.085864 -0.07 -0.01 -0.13
C -0.658605 2.200807 -0.978238 -0.19 -0.35 0.21
C -0.338673 3.542941 -1.185590 0.08 -0.02 0.01
C -1.092038 4.287851 -2.078982 0.05 0.07 0.00
C -2.160430 3.713949 -2.757207 0.01 -0.05 0.03
C -2.463764 2.369914 -2.576734 -0.10 -0.04 -0.06
C -1.714856 1.619147 -1.690458 0.19 0.02 0.15
H 2.142887 -2.001035 -3.168678 0.02 0.02 -0.02
H 4.240445 -0.740077 -3.553140 0.01 0.01 0.01
H 4.712407 1.308674 -2.260395 0.00 -0.01 0.00
H 3.090461 2.163314 -0.607023 0.02 0.00 0.00
H -0.496391 3.583123 1.548266 0.02 0.05 -0.05
H 0.594502 4.791987 3.390966 -0.02 -0.01 0.01
H 2.633778 3.881981 4.439222 0.04 0.02 -0.04
H 3.643585 1.786097 3.599051 -0.01 -0.01 0.01
H 2.595132 0.581670 1.719101 0.08 0.04 0.03
H 0.501245 3.999894 -0.680171 -0.01 0.03 0.04
H -0.835117 5.324048 -2.254143 -0.02 0.00 0.02
H -2.755475 4.312750 -3.433481 0.03 0.00 -0.03
H -3.275584 1.914044 -3.127843 0.00 0.02 0.01
H -1.936856 0.559188 -1.562588 -0.12 0.02 -0.10
C -0.094695 -6.264179 0.609098 0.44 -0.41 -0.03
N -1.251089 -5.355966 0.566423 -0.04 0.38 0.04
C -2.581819 -5.956286 0.366004 -0.46 -0.34 -0.15
C -1.123419 -4.093307 0.657926 0.01 -0.26 0.01
N -1.031418 -2.926712 0.764007 0.17 0.22 0.14
H 0.048930 -6.720129 -0.370765 -0.08 0.11 -0.02
H -0.297108 -7.056314 1.328284 -0.07 0.10 0.07
H 0.809044 -5.737191 0.902395 -0.07 0.09 0.01
H -2.604344 -6.469230 -0.595697 0.10 0.08 0.00
H -3.360752 -5.199171 0.386328 0.08 0.07 0.03
H -2.765571 -6.687756 1.151717 0.09 0.09 0.07
```
Forces are in eV/Å.

The total charge is +3. As for the total energy: -66006.2377 eV. As for the LUMO energy (spin up / spin down): -9.854 / -12.416 eV. As for the HOMO energy (spin up / spin down): -17.59 / -17.59 eV. As for the relative energy (zero: lowest compared OMol25 entry of this formula, charge and spin): 0.000 eV. As for the spin multiplicity: 5. The maximum force comes out at 1.5 eV/A. As for the expectation value of S²: 6.028.

***

The following is a quantum chemistry calculation of 2 unconnected molecules or ions with the total composition CH3F2NO in a non-equilibrium geometry, from the Open Molecules 2025 dataset.

Structure (XYZ):
```
8
Properties=species:S:1:pos:R:3:forces:R:3
C -0.085561 -1.024390 -0.410390 -3.44 -0.86 2.83
N 0.486589 -0.046263 -1.110598 -3.25 -2.15 -2.01
O -1.127023 -0.213368 1.224129 1.13 -1.45 -2.44
F -1.108682 -1.569027 -1.054949 0.31 -0.03 0.08
F 0.576903 -1.967881 0.247562 0.16 1.34 -0.80
H -0.267638 0.357709 -1.749886 2.07 0.07 1.49
H 1.125580 0.387672 -0.557566 2.14 2.60 1.17
H -1.879190 -0.835910 1.363232 0.88 0.48 -0.32
```
Forces are in eV/Å.

As for the total energy: -10055.8715 eV. As for the LUMO energy (spin up / spin down): 0.517 / 0.517 eV. As for the HOMO energy (spin up / spin down): -9.47 / -9.47 eV. As for the relative energy (zero: lowest compared OMol25 entry of this formula, charge and spin): 3.364 eV. As for the spin multiplicity: 1. The maximum force comes out at 4.5 eV/A.

***

The following is a quantum chemistry calculation of 2 unconnected molecules or ions with the total composition C10H16 in a non-equilibrium geometry, from the Open Molecules 2025 dataset.

Structure (XYZ):
```
26
Properties=species:S:1:pos:R:3:forces:R:3
C -0.915292 -2.441472 -1.042671 2.15 0.01 -3.17
C -0.137561 -3.656262 -0.514635 0.81 -0.80 0.74
C -1.899700 -1.702368 -0.201517 -0.92 0.64 1.15
H -0.058921 -1.872249 -1.553658 -1.07 0.47 1.26
H -1.399499 -2.662008 -2.038441 0.10 -0.66 1.17
H 0.469701 -3.535646 0.461630 -1.29 0.32 -1.28
H 0.677860 -3.913399 -1.253107 -1.14 -0.04 0.58
H -2.180224 -2.282336 0.694482 0.20 0.13 -0.27
H -1.544097 -0.723079 0.181147 -0.15 -0.55 -0.16
H -0.823167 -4.517198 -0.360026 0.63 0.35 -0.11
H -2.860664 -1.528074 -0.724308 0.59 0.03 0.14
C 2.491001 1.628787 1.606872 -0.04 0.10 0.62
C 0.460709 3.015502 0.928709 -0.65 0.72 0.07
C 1.231274 1.835262 0.850106 0.96 -0.76 -0.45
C -0.775586 3.078782 0.326609 1.45 -0.63 1.08
C -1.097483 2.023015 -0.560780 -0.26 1.96 -1.28
C 0.872596 0.837144 -0.099714 1.26 -0.37 0.47
C -0.162759 1.028980 -0.945168 0.60 -0.25 0.15
H 0.890985 3.866966 1.432689 -0.18 0.09 0.33
H -1.377747 3.949654 0.540075 -0.41 -0.19 -0.44
H 3.441586 1.931682 1.151902 -0.30 -0.04 -0.83
H 2.617846 0.579468 1.884391 -0.08 0.06 -0.07
H -1.933854 2.277255 -1.191949 -0.48 -0.68 -0.11
H 1.607602 0.026621 -0.164031 -0.52 0.16 -0.45
H -0.123402 0.509162 -1.899095 -0.94 -0.19 0.30
H 2.528786 2.245820 2.490477 -0.34 0.14 0.57
```
Forces are in eV/Å.

The total charge is +1. As for the total energy: -10619.6526 eV. As for the LUMO energy (spin up / spin down): -4.428 / -8.194 eV. As for the HOMO energy (spin up / spin down): -13.48 / -13.48 eV. As for the relative energy (zero: lowest compared OMol25 entry of this formula, charge and spin): 1.221 eV. As for the spin multiplicity: 2. The maximum force comes out at 3.8 eV/A. As for the expectation value of S²: 0.768.

***

spin multiplicity of number 3 (CH3F2NO)?
1